Entry 1:
68
Properties=species:S:1:pos:R:3:lowdin_charge:R:1 method="wB97M-V/def2-TZVPD" relative_energy_kcal_mol=16.75 largest_force_ev_per_a=3.322 lumo_ev="-12.82 / -11.42" total_energy_ev=-74508.2031 homo_lumo_gap_ha="0.1433 / 0.1927" total_charge=+3 homo_ev="-16.72 / -16.67"
Sc -0.986 0.850 -0.981 0.689
P -2.076 -1.461 -0.080 0.717
P 0.876 -0.529 1.414 0.929
P 0.982 -1.158 -1.790 0.781
H -1.271 4.886 -3.227 0.083
C -1.594 4.145 -3.971 -0.073
C -2.650 3.348 -3.811 -0.060
H -3.255 3.373 -2.904 0.066
C -3.627 -0.995 0.777 -0.244
C -1.666 -2.910 0.977 -0.242
C -2.741 -2.358 -1.535 -0.246
C 2.318 0.602 1.671 -0.213
C 0.003 -0.202 2.986 -0.209
C 1.691 -2.107 1.889 -0.197
C 0.654 -1.433 -3.569 -0.245
C 1.342 -2.924 -1.465 -0.244
C 2.680 -0.447 -1.913 -0.236
H -1.071 4.147 -4.932 0.072
H -2.978 2.682 -4.623 0.079
H -4.065 -0.102 0.320 0.054
H -3.411 -0.769 1.826 0.056
H -4.341 -1.826 0.722 0.071
H -1.392 -2.589 1.990 0.034
H -0.835 -3.486 0.554 0.033
H -2.553 -3.562 1.045 0.084
H -3.096 -1.647 -2.291 0.054
H -3.583 -2.993 -1.232 0.074
H -1.954 -2.987 -1.979 0.049
H 2.590 0.620 2.738 0.087
H 2.054 1.610 1.328 0.023
H 3.168 0.236 1.081 0.057
H 0.681 -0.445 3.813 0.090
H -0.905 -0.802 3.072 0.047
H -0.295 0.848 3.051 0.043
H 2.753 -1.921 2.061 0.078
H 1.588 -2.872 1.120 0.020
H 1.236 -2.483 2.807 0.074
H 1.140 -2.342 -3.952 0.078
H 1.028 -0.547 -4.099 0.032
H -0.430 -1.501 -3.701 0.043
H 1.627 -3.392 -2.419 0.066
H 0.444 -3.431 -1.095 0.031
H 2.166 -3.038 -0.755 0.044
H 3.057 -0.566 -2.938 0.070
H 3.342 -0.984 -1.223 0.053
H 2.651 0.616 -1.648 0.023
C 0.051 2.007 -3.469 -0.403
C 1.230 2.757 -3.333 0.015
C 1.983 2.960 -4.496 0.023
C 1.543 2.449 -5.742 0.046
C 0.380 1.658 -5.800 0.000
C -0.217 1.221 -4.619 -0.014
O -0.874 2.087 -2.516 -0.224
H 0.606 1.740 -0.800 0.002
H 1.340 3.253 -2.369 0.122
H 2.880 3.570 -4.429 0.134
H 2.036 2.629 -6.712 0.152
H -0.062 1.312 -6.748 0.149
H -0.978 0.440 -4.559 0.130
C -1.624 3.488 2.527 0.035
C -0.930 2.967 1.318 -0.483
N 0.197 3.599 0.989 0.213
O -1.413 2.001 0.610 -0.157
H -0.933 3.388 3.387 0.118
H -2.499 2.855 2.661 0.101
H -1.940 4.532 2.344 0.129
H 0.786 3.208 0.234 0.073
H 0.668 4.212 1.669 0.163

***

Entry 2:
100
Properties=species:S:1:pos:R:3:lowdin_charge:R:1 method="wB97M-V/def2-TZVPD" largest_force_ev_per_a=4.234 lumo_ev=-4.58 total_energy_ev=-169963.4180 homo_lumo_gap_ha=0.2714 total_charge=+1 homo_ev=-11.96
C -5.106 3.223 1.426 -0.020
C -4.594 2.452 2.698 -0.398
O -5.278 3.015 3.849 -0.067
C -4.945 0.926 2.673 -0.174
N -4.037 0.082 1.891 -0.059
C -2.635 0.196 2.288 -0.169
C -1.903 1.121 1.236 -0.191
O -0.822 1.913 1.905 -0.462
S -0.618 3.283 1.052 1.168
H -5.381 2.443 0.678 0.081
H -5.971 3.861 1.685 0.084
H -4.263 3.805 0.987 0.073
H -3.514 2.682 2.849 0.117
H -4.919 2.520 4.606 0.090
H -5.100 0.561 3.717 0.131
H -5.950 0.845 2.193 0.137
H -4.174 0.178 0.889 0.114
H -2.124 -0.787 2.336 0.117
H -2.540 0.743 3.253 0.130
H -1.427 0.540 0.419 0.131
H -2.599 1.878 0.810 0.089
H 0.078 2.902 -0.081 0.016
H 0.173 4.167 1.734 0.036
C 0.950 -1.537 2.998 -0.181
C 2.335 -1.872 2.483 -0.164
O 2.844 -2.833 3.406 -0.177
S 1.624 -3.723 3.975 0.625
O 1.551 -4.922 3.223 -0.213
O 1.683 -3.703 5.389 -0.197
O 0.418 -2.768 3.482 -0.185
H 1.000 -0.834 3.835 0.136
H 0.311 -1.126 2.218 0.115
H 2.986 -1.002 2.434 0.139
H 2.286 -2.344 1.498 0.131
C 1.136 3.205 -4.695 -0.135
C 1.787 3.952 -3.551 -0.172
O 1.332 3.270 -2.369 -0.221
S 1.131 1.697 -2.713 0.611
O 2.283 0.997 -2.291 -0.239
O -0.188 1.326 -2.306 -0.247
O 1.168 1.822 -4.309 -0.163
H 0.091 3.498 -4.818 0.137
H 1.664 3.349 -5.635 0.146
H 1.505 4.999 -3.524 0.122
H 2.871 3.870 -3.593 0.117
C 1.666 -3.967 -1.816 -0.174
C 1.484 -4.327 -3.276 -0.163
O 1.532 -3.075 -3.970 -0.179
S 2.531 -2.073 -3.191 0.659
O 3.798 -2.117 -3.823 -0.194
O 1.854 -0.843 -2.940 -0.274
O 2.626 -2.906 -1.813 -0.182
H 0.736 -3.587 -1.382 0.131
H 2.025 -4.808 -1.226 0.110
H 0.541 -4.835 -3.465 0.132
H 2.309 -4.947 -3.636 0.125
C -6.640 6.924 3.024 -0.168
C -6.553 8.427 3.192 -0.162
O -5.525 8.836 2.283 -0.185
S -5.533 7.867 0.999 0.610
O -6.266 8.498 -0.036 -0.205
O -4.217 7.361 0.810 -0.238
O -6.450 6.697 1.623 -0.204
H -5.838 6.417 3.564 0.130
H -7.600 6.527 3.347 0.139
H -6.305 8.719 4.209 0.138
H -7.484 8.915 2.891 0.137
C 3.252 -8.235 0.902 -0.163
C 3.359 -6.735 1.091 -0.175
O 4.373 -6.321 0.162 -0.186
S 4.319 -7.274 -1.133 0.622
O 3.560 -6.615 -2.145 -0.238
O 5.619 -7.782 -1.369 -0.202
O 3.406 -8.443 -0.509 -0.179
H 4.064 -8.756 1.417 0.140
H 2.304 -8.625 1.241 0.105
H 3.632 -6.461 2.107 0.137
H 2.431 -6.234 0.820 0.093
C 6.760 5.782 -2.784 -0.158
C 6.311 7.216 -2.595 -0.163
O 5.517 7.504 -3.751 -0.178
S 4.766 6.165 -4.226 0.621
O 3.441 6.177 -3.702 -0.243
O 5.031 5.963 -5.601 -0.197
O 5.632 5.116 -3.366 -0.189
H 7.594 5.715 -3.484 0.138
H 7.038 5.308 -1.844 0.138
H 7.147 7.908 -2.521 0.140
H 5.675 7.320 -1.712 0.133
C -1.783 -8.466 -0.774 -0.156
C -1.130 -7.189 -1.262 -0.168
O -0.967 -6.390 -0.083 -0.193
S -0.706 -7.359 1.180 0.638
O 0.698 -7.426 1.404 -0.241
O -1.628 -7.026 2.200 -0.193
O -1.168 -8.736 0.490 -0.173
H -2.854 -8.328 -0.610 0.137
H -1.626 -9.297 -1.459 0.141
H -1.737 -6.666 -1.999 0.137
H -0.139 -7.384 -1.680 0.133

***

Entry 3:
68
Properties=species:S:1:pos:R:3:lowdin_charge:R:1 method="wB97M-V/def2-TZVPD" relative_energy_kcal_mol=24.97 largest_force_ev_per_a=5.747 lumo_ev="-14.86 / -14.98" total_energy_ev=-64778.3497 homo_lumo_gap_ha="0.1895 / 0.1855" total_charge=+4 spin_multiplicity=4 homo_ev="-20.02 / -20.03"
Tc 0.006 0.553 0.693 0.823
P -1.583 2.085 0.586 0.654
P -1.716 -1.396 1.883 0.863
P 1.876 1.799 -0.027 0.680
H -2.351 -3.554 -1.539 0.062
C -1.501 -3.252 -2.169 -0.052
C -0.307 -3.742 -1.850 -0.058
H -0.160 -4.115 -0.858 0.034
C -2.723 1.840 -0.836 -0.205
C -2.794 2.021 2.023 -0.212
C -1.087 3.863 0.558 -0.203
C -1.064 -3.078 1.895 -0.188
C -1.966 -1.113 3.654 -0.212
C -3.459 -1.610 1.334 -0.183
C 3.441 0.861 -0.463 -0.244
C 2.595 2.940 1.210 -0.224
C 1.745 2.896 -1.556 -0.236
H -1.757 -2.584 -3.006 0.061
H 0.565 -3.790 -2.508 0.039
H -3.516 2.608 -0.897 0.093
H -3.197 0.850 -0.742 0.048
H -2.126 1.866 -1.759 0.049
H -3.502 2.854 2.043 0.087
H -2.233 2.014 2.969 0.046
H -3.363 1.078 1.963 0.022
H -1.966 4.525 0.500 0.088
H -0.438 4.039 -0.314 0.038
H -0.527 4.091 1.479 0.057
H -1.637 -3.673 2.619 0.098
H -0.018 -3.035 2.208 0.063
H -1.136 -3.533 0.903 0.036
H -2.656 -1.894 3.974 0.087
H -2.404 -0.141 3.860 0.052
H -1.034 -1.210 4.204 0.057
H -3.807 -2.516 1.835 0.085
H -3.489 -1.743 0.247 0.053
H -4.095 -0.767 1.622 0.058
H 4.314 1.545 -0.461 0.087
H 3.359 0.374 -1.453 0.005
H 3.601 0.079 0.297 0.056
H 3.584 3.299 0.900 0.084
H 2.706 2.420 2.169 0.044
H 1.921 3.791 1.347 0.051
H 2.539 2.619 -2.267 0.063
H 1.867 3.955 -1.259 0.072
H 0.770 2.768 -2.054 0.026
C 1.304 -1.027 -3.837 -0.614
C 0.666 -0.520 -4.999 -0.020
C 0.896 -1.128 -6.227 0.037
C 1.727 -2.270 -6.314 0.112
C 2.232 -2.859 -5.146 0.032
C 2.017 -2.250 -3.912 -0.056
S 1.067 -0.346 -2.304 0.897
H -1.250 0.388 1.827 -0.056
H -0.040 0.292 -4.859 0.127
H 0.411 -0.774 -7.146 0.153
H 1.925 -2.760 -7.277 0.166
H 2.761 -3.812 -5.215 0.151
H 2.291 -2.699 -2.958 0.115
C 0.759 1.193 4.045 0.015
C 1.417 0.031 3.396 -0.492
N 2.273 -0.669 4.164 0.259
O 1.200 -0.370 2.192 -0.233
H 1.466 1.598 4.767 0.118
H -0.138 0.870 4.594 0.106
H 0.474 1.989 3.350 0.075
H 2.785 -1.478 3.826 0.157
H 2.478 -0.286 5.077 0.150

***

Entry 4:
65
Properties=species:S:1:pos:R:3:lowdin_charge:R:1 method="wB97M-V/def2-TZVPD" relative_energy_kcal_mol=77.32 largest_force_ev_per_a=4.728 lumo_ev="-8.71 / -7.42" total_energy_ev=-48943.5432 homo_lumo_gap_ha="0.1079 / 0.1542" total_charge=+2 spin_multiplicity=4 homo_ev="-11.65 / -11.61"
P -0.106 -2.230 -2.681 0.950
P 0.228 1.896 -2.414 0.844
C -0.365 -0.793 -3.741 -0.288
C 0.469 0.550 -3.677 -0.254
H -1.444 -0.552 -3.742 0.101
H -0.149 -1.205 -4.746 0.116
H 1.545 0.329 -3.817 0.089
H 0.220 1.083 -4.612 0.109
C -1.350 2.659 -2.843 -0.158
H -1.617 3.392 -2.072 0.081
H -2.140 1.900 -2.924 0.065
H -1.216 3.166 -3.808 0.066
C 1.463 3.063 -3.079 -0.175
H 1.180 3.409 -4.081 0.061
H 2.456 2.604 -3.145 0.072
H 1.546 3.935 -2.424 0.071
C -1.264 -3.525 -3.131 -0.143
H -1.224 -4.375 -2.434 0.085
H -1.024 -3.925 -4.130 0.086
H -2.295 -3.156 -3.168 0.076
C 1.507 -2.964 -3.146 -0.140
H 2.284 -2.197 -3.240 0.063
H 1.451 -3.513 -4.089 0.076
H 1.824 -3.660 -2.357 0.087
Re -1.329 -0.118 3.168 1.173
C 1.050 1.767 -0.806 -0.395
C -0.334 1.488 -0.546 -0.310
C -1.165 0.230 -0.748 -0.226
C -0.771 -1.091 -0.085 -0.156
C 0.233 -1.975 -0.984 -0.403
C 1.569 -1.572 -0.643 -0.034
C 2.291 -0.463 -1.287 -0.197
C 2.141 0.791 -0.445 -0.143
C -0.357 -1.940 3.281 -0.304
H 1.370 2.779 -0.542 0.137
H -0.678 2.029 0.369 0.116
H -1.272 0.029 -1.852 0.051
H -2.223 0.456 -0.387 0.147
H -0.383 -0.846 0.915 0.034
H -1.685 -1.666 0.045 0.112
H 0.035 -3.010 -0.655 0.137
H 1.970 -1.867 0.349 0.150
H 2.064 -0.361 -2.369 0.065
H 3.374 -0.702 -1.300 0.148
H 1.900 0.495 0.579 0.090
H 3.093 1.348 -0.447 0.131
H 0.669 -1.941 3.706 0.024
H -0.317 -2.394 2.268 0.000
H -1.058 -2.540 3.907 0.034
C -3.297 0.506 3.540 -0.335
Si -0.113 0.868 4.812 0.471
C -0.296 2.680 5.063 -0.197
C 0.100 -0.236 6.276 -0.190
C 0.655 0.549 2.981 -0.363
H -3.649 -0.128 4.369 -0.003
H -3.916 0.277 2.608 0.005
H -3.491 1.552 3.827 -0.001
H -1.193 2.835 5.687 0.052
H 0.601 3.043 5.572 0.047
H -0.433 3.221 4.111 0.045
H 0.154 -1.304 6.010 0.033
H 1.008 0.062 6.810 0.046
H -0.785 -0.092 6.922 0.056
H 0.981 1.488 2.506 0.009
H 1.508 -0.139 2.916 -0.002

***

Entry 5:
70
Properties=species:S:1:pos:R:3:lowdin_charge:R:1 method="wB97M-V/def2-TZVPD" relative_energy_kcal_mol=7.47 largest_force_ev_per_a=0.517 lumo_ev="-12.26 / -13.48" total_energy_ev=-216895.5142 homo_lumo_gap_ha="0.2580 / 0.2216" total_charge=+4 homo_ev="-19.28 / -19.51"
Sn -0.474 -0.158 0.328 1.538
C -2.994 0.674 -1.459 -0.095
C -2.738 1.895 -0.616 -0.098
O -1.308 1.884 -0.324 -0.317
C -0.835 2.953 0.541 -0.113
C -1.041 2.574 1.983 -0.117
O -0.362 1.310 2.159 -0.340
C -0.770 0.565 3.341 -0.117
C -2.153 -0.016 3.142 -0.108
O -2.193 -0.549 1.798 -0.317
C -3.527 -0.869 1.324 -0.101
C -3.338 -1.381 -0.077 -0.095
O -2.434 -0.499 -0.809 -0.325
H -2.489 0.754 -2.420 0.147
H -4.059 0.538 -1.642 0.164
H -3.299 1.896 0.320 0.136
H -2.978 2.801 -1.175 0.164
H -1.331 3.888 0.284 0.162
H 0.229 3.049 0.322 0.133
H -2.096 2.473 2.239 0.139
H -0.601 3.330 2.638 0.164
H -0.739 1.213 4.216 0.163
H -0.024 -0.220 3.468 0.143
H -2.947 0.725 3.254 0.146
H -2.331 -0.818 3.861 0.166
H -4.148 0.026 1.390 0.146
H -3.968 -1.650 1.946 0.167
H -4.275 -1.497 -0.620 0.163
H -2.834 -2.348 -0.063 0.152
C 3.153 2.032 2.267 -0.254
As 3.419 0.945 0.684 1.174
C 4.502 -0.523 1.341 -0.241
C 4.612 2.106 -0.346 -0.331
C 4.964 1.636 -1.763 -0.670
C 5.379 0.157 -1.766 -0.072
C 3.751 1.861 -2.670 -0.347
As 2.213 0.657 -2.398 1.129
C 2.712 -0.959 -3.353 -0.257
C 0.976 1.475 -3.658 -0.266
C 6.239 2.359 -2.292 -0.294
As 6.327 4.230 -2.827 1.386
C 5.797 4.539 -4.641 -0.228
C 5.572 5.521 -1.630 -0.241
H 4.146 2.182 2.695 0.064
H 2.532 1.506 2.988 0.031
H 2.705 2.991 2.017 0.037
H 5.515 -0.136 1.459 0.062
H 4.501 -1.378 0.672 0.040
H 4.109 -0.821 2.313 0.050
H 5.506 2.184 0.283 0.104
H 4.131 3.088 -0.359 0.076
H 4.588 -0.487 -1.380 0.028
H 6.267 -0.008 -1.154 0.112
H 5.606 -0.183 -2.776 0.109
H 4.024 1.725 -3.722 0.097
H 3.357 2.876 -2.556 0.078
H 3.348 -0.673 -4.191 0.058
H 1.801 -1.416 -3.738 0.046
H 3.227 -1.675 -2.720 0.035
H 1.535 1.705 -4.566 0.055
H 0.531 2.382 -3.256 0.031
H 0.195 0.757 -3.904 0.037
H 6.587 1.852 -3.196 0.095
H 7.039 2.259 -1.554 0.096
H 6.219 3.764 -5.277 0.055
H 6.183 5.512 -4.943 0.060
H 4.707 4.545 -4.699 0.051
H 5.872 5.303 -0.608 0.046
H 4.485 5.519 -1.737 0.046
H 5.957 6.498 -1.921 0.059

***

Entry 6:
69
Properties=species:S:1:pos:R:3:lowdin_charge:R:1 method="wB97M-V/def2-TZVPD" relative_energy_kcal_mol=95.93 largest_force_ev_per_a=2.638 lumo_ev=-1.54 total_energy_ev=-41029.5473 homo_lumo_gap_ha=0.0631 homo_ev=-3.26
C 1.986 -2.721 1.798 -0.128
O 1.062 -2.197 2.738 -0.196
C 0.659 -0.876 2.379 -0.216
C 1.527 0.182 3.154 -0.141
C 2.496 0.967 2.200 -0.219
C 2.503 2.516 2.410 -0.202
C 3.858 3.225 2.104 -0.209
C 4.241 3.334 0.598 -0.194
C 4.575 1.985 -0.111 -0.216
C 5.589 2.140 -1.316 -0.229
C 4.953 1.594 -2.645 -0.345
S 4.783 -0.262 -2.478 1.118
B 2.955 -0.662 -2.349 -0.784
N 2.488 -1.631 -1.363 0.154
O 2.128 0.060 -3.235 0.083
H 2.588 -1.902 1.353 0.062
H 2.669 -3.438 2.295 0.089
H 1.467 -3.299 1.000 0.090
H -0.419 -0.733 2.597 0.122
H 0.752 -0.746 1.279 0.099
H 2.132 -0.338 3.922 0.118
H 0.865 0.911 3.664 0.106
H 3.522 0.539 2.231 0.101
H 2.147 0.785 1.157 0.089
H 2.297 2.696 3.488 0.108
H 1.649 2.931 1.840 0.119
H 3.747 4.269 2.471 0.108
H 4.658 2.783 2.732 0.116
H 5.164 3.957 0.550 0.107
H 3.468 3.880 0.028 0.121
H 4.926 1.193 0.577 0.104
H 3.627 1.599 -0.555 0.093
H 5.836 3.207 -1.446 0.113
H 6.483 1.526 -1.082 0.105
H 5.538 1.836 -3.546 0.092
H 3.930 2.005 -2.760 0.098
H 5.300 -0.555 -1.239 0.017
H 1.508 -1.867 -1.509 0.093
H 3.036 -2.476 -1.514 0.087
H 1.554 -0.544 -3.713 0.112
C -3.429 0.423 -2.385 -0.042
C -3.182 -0.559 -1.224 -0.521
C -3.261 0.201 0.112 -0.161
C -4.664 0.642 0.524 -0.185
C -5.766 -0.267 -0.025 -0.153
C -5.304 -1.690 -0.388 -0.536
N -4.216 -1.589 -1.352 -0.208
O -3.742 -2.803 -1.763 -0.256
C -6.495 -2.374 -1.072 -0.055
C -4.971 -2.473 0.892 -0.035
C -1.745 -1.065 -1.348 -0.080
H -3.343 -0.086 -3.346 0.081
H -2.701 1.246 -2.378 0.070
H -4.425 0.866 -2.335 0.070
H -2.852 -0.431 0.907 0.092
H -2.605 1.080 0.082 0.107
H -4.715 0.671 1.617 0.102
H -4.847 1.668 0.192 0.100
H -6.591 -0.306 0.693 0.111
H -6.187 0.203 -0.920 0.105
H -6.736 -1.881 -2.016 0.080
H -7.385 -2.328 -0.435 0.074
H -6.294 -3.425 -1.280 0.073
H -5.844 -2.512 1.553 0.076
H -4.154 -2.027 1.463 0.066
H -4.693 -3.503 0.665 0.074
H -1.036 -0.229 -1.293 0.064
H -1.569 -1.567 -2.301 0.067
H -1.495 -1.760 -0.541 0.073